Record 1
Molecular formula: CH5NO
Method: DFT, ωB97M-V with the def2-TZVPD basis set

Output
- energy relative to the best compared isomer or geometry (same formula, charge and spin) (eV) = 0.694
- multiplicity = 1
- energy (eV) = -4654.689
- SMILES = C=O.N

```
8
CH5NO (ωB97M-V with the def2-TZVPD basis set)
C 1.83446 0.28713 -0.12652
H 1.95909 1.17431 0.53020
H 0.97190 0.28038 -0.85268
H -2.54296 0.07094 -0.32445
H -1.85538 -1.13115 0.47615
H -1.20709 0.37686 0.48786
N -1.63799 -0.32470 -0.14178
O 2.47797 -0.73377 -0.04879
```

Record 2
Molecular formula: C6H7O6Rb
Method: DFT, ωB97M-V with the def2-TZVPD basis set

Output
- energy relative to the best compared isomer or geometry (same formula, charge and spin) (eV) = 0.000
- multiplicity = 1
- energy (eV) = -19274.825

```
20
C6H7O6Rb (ωB97M-V with the def2-TZVPD basis set)
O 1.83459 -0.14178 -0.03636
C 0.80996 -0.49666 -0.66832
O 0.57740 -0.24392 -1.87424
O -0.12582 -1.14584 0.06791
C -1.44899 -1.24367 -0.45146
C -2.32618 -1.82636 0.63783
C -3.72772 -1.26761 0.64321
C -4.89250 -1.97986 0.10512
Rb 4.13886 1.04606 -2.62483
H -1.44993 -1.89186 -1.34084
H -1.80230 -0.24832 -0.75824
H -1.85878 -1.65110 1.61714
H -2.37287 -2.91805 0.51187
H -4.00601 -1.01449 1.68296
H -4.70337 -2.68787 -0.72911
O -6.03030 -1.47634 0.13684
C -6.16021 1.44558 -0.27903
O -5.00068 1.59560 -0.50257
O -7.18894 1.85465 0.09194
H -3.80309 -0.14467 0.10729
```

Record 3
Molecular formula: C4H7N3
Method: DFT, ωB97M-V with the def2-TZVPD basis set

Output
- energy relative to the best compared isomer or geometry (same formula, charge and spin) (eV) = 2.865
- multiplicity = 1
- energy (eV) = -8728.815
- SMILES = NC1=C[C@]2(N)N[C@H]12

```
14
C4H7N3 (ωB97M-V with the def2-TZVPD basis set)
N 0.89422 1.54633 1.37175
C 0.59789 0.44400 0.52058
C 0.42748 0.40373 -0.99437
C -0.63480 -0.41901 -0.87595
N -1.49782 -1.06608 -1.72393
C -0.57496 -0.44506 0.63590
N 0.78644 -0.92286 1.02904
H 1.86531 1.54043 1.66170
H 0.73054 2.41472 0.87297
H 1.06095 0.69601 -1.82461
H -1.88824 -1.93211 -1.38222
H -1.21498 -1.10662 -2.69284
H -1.37527 -0.30957 1.35132
H 0.82322 -0.84394 2.05065
```

LUMO level / eV: 0.82 -1.38 1.10
E_HOMO / hartree: -0.367 -0.273 -0.281
Max |F| / eV/A: 1.74 4.76 0.40